Record 1
{"formula": "C6H30N2O8", "method": "the ωB97M-V functional and the def2-TZVPD basis", "species": ["H", "H", "H", "H", "H", "H", "H", "N", "H", "C", "H", "H", "O", "H", "H", "H", "O", "H", "C", "H", "O", "H", "H", "H", "O", "H", "O", "H", "H", "O", "C", "O", "C", "H", "H", "H", "H", "H", "H", "H", "H", "N", "O", "H", "C", "C"], "xyz": [[-1.85920, -2.58604, 3.00942], [1.50333, -4.07077, -2.29479], [-0.70040, -0.46802, -0.59469], [2.58610, -1.38511, 3.33842], [-0.88733, -3.61198, -3.45893], [3.40630, -2.07745, 2.41146], [-1.12836, -3.73794, 2.27914], [-1.16371, 0.21451, 0.09548], [2.26628, 1.56081, -2.79990], [1.22983, 1.75241, -2.50649], [1.68201, 0.89130, 2.67198], [-0.02496, 2.79051, 0.55579], [1.34156, 0.54683, 1.81046], [-1.33854, 1.62417, 4.22026], [-4.53673, -1.13076, -0.20728], [-0.59949, 0.23281, 0.93525], [1.80613, -3.17484, -2.45007], [-2.00488, -2.91896, -2.63404], [-1.41008, 1.50922, -0.58663], [1.33748, -1.39576, 0.21486], [2.63666, -1.48683, 2.35628], [2.11738, 1.27281, 0.45521], [-0.60047, 3.48164, -0.83911], [3.01206, 3.76686, -0.84884], [-3.67659, -1.56074, -0.17553], [-2.69164, 2.43793, 0.89644], [0.90632, -1.14376, -0.60827], [0.87992, -1.96627, -1.14474], [1.88263, -0.32006, 1.71684], [-1.46737, 1.48068, 3.27226], [3.08700, 2.87098, -0.20086], [-1.41533, -2.82636, 2.19475], [1.02701, 2.05812, -1.24332], [1.39538, -2.78209, -3.22318], [-1.62330, 1.31237, -1.64292], [0.49013, 1.58051, -3.31983], [-3.70658, 1.54743, -0.20735], [-2.97340, 2.90499, -0.81156], [-2.01749, -0.31717, 0.38135], [-0.70235, 1.91825, 2.88888], [3.86212, 2.81493, 0.54901], [2.15932, 1.99106, -0.28689], [-1.08205, -3.18747, -2.61952], [-3.76837, -2.50162, -0.01717], [-0.21143, 2.52207, -0.48108], [-2.77646, 2.07601, -0.14326]], "atomic_forces_ev_per_a": [[-0.1, -0.2, 0.2], [-0.3, -0.1, -0.4], [0.0, 1.0, 1.6], [-0.8, 0.3, -0.8], [-0.4, -0.1, -0.1], [0.1, -0.1, -1.2], [-0.1, -0.1, 0.2], [-0.6, -2.1, -1.3], [-0.4, -0.2, 0.0], [0.5, -0.6, -0.9], [-0.5, -0.3, -0.9], [0.4, -0.5, 0.2], [1.1, -0.4, 0.5], [-0.3, -0.1, -0.1], [-0.2, -0.5, 0.1], [0.6, 0.3, 0.2], [0.5, 0.7, 0.7], [-0.1, -0.2, -0.2], [-1.7, 0.5, -0.3], [-0.1, -0.4, -0.1], [1.2, -1.1, 2.2], [-0.4, -0.2, 0.0], [0.2, -0.2, -0.6], [0.3, -0.7, 0.2], [0.7, 0.7, -0.2], [-0.2, 0.1, -0.4], [0.3, -0.5, -0.3], [0.5, 0.1, -0.1], [-0.8, 1.3, 0.6], [0.3, 0.0, 0.0], [-1.1, 0.6, -0.8], [0.2, 0.4, -0.5], [-0.3, 0.6, 1.6], [-0.2, -0.5, -0.1], [0.8, -0.4, 0.0], [0.3, 0.7, 1.0], [0.1, -1.4, -0.2], [0.1, 0.6, 0.1], [0.0, 0.7, -0.4], [0.0, 0.1, 0.0], [0.1, -0.2, 0.1], [1.0, 1.1, -0.8], [0.3, 0.3, 0.3], [-0.4, -0.1, 0.2], [-1.6, -0.9, -0.4], [1.3, 1.7, 1.0]], "molar_mass_g_mol": 258.3, "homo_energy_ha": -0.6112, "gap_ev": 9.90, "e_above_lowest_kj_mol": 140.3, "charge": 2}

Record 2
{"formula": "C26H25N4O5SSr", "method": "the ωB97M-V functional and the def2-TZVPD basis", "species": ["C", "H", "H", "C", "C", "H", "H", "H", "C", "N", "H", "H", "C", "C", "C", "H", "H", "O", "N", "H", "C", "C", "H", "N", "H", "C", "C", "C", "C", "H", "H", "H", "C", "H", "O", "O", "C", "H", "O", "C", "H", "N", "H", "H", "H", "C", "H", "H", "C", "H", "Sr", "C", "C", "C", "C", "C", "O", "H", "S", "C", "C", "C"], "xyz": [[1.36907, 2.09983, 3.91177], [0.58569, -4.97237, 2.25451], [1.58097, 3.06019, 4.36041], [3.08631, 2.63539, -0.37379], [0.72473, 2.03852, 2.67816], [-1.02188, 1.12165, -3.35886], [-2.23048, 5.30116, -1.54208], [-0.87604, 0.37610, -4.95672], [-3.76412, 2.85007, -1.74846], [0.47106, 0.85824, 2.10111], [-4.48266, 3.65278, -1.58849], [-1.31798, 4.11092, -2.53112], [-1.35061, -3.44122, -2.13475], [1.42916, -0.29420, 3.94389], [-0.68750, -2.42001, -1.47158], [-3.43547, 2.81953, -2.78702], [-0.80915, 3.38419, 2.05199], [6.94904, 4.91633, 1.75386], [6.60617, 3.74728, 1.81902], [-1.80778, -1.82393, -5.06949], [0.42373, -3.99713, 1.81511], [0.63304, -2.86020, 2.58035], [5.13582, 5.30927, 0.23380], [-0.45379, -1.24037, -2.06868], [-2.27802, -4.00699, -3.98035], [0.27536, 3.28131, 1.97567], [1.72583, 0.92425, 4.54039], [4.99376, 2.04314, 1.08823], [5.40771, 3.34474, 1.04530], [0.93923, -2.95530, 3.61133], [2.23371, 0.94186, 5.49522], [-4.20883, 1.89942, -1.45927], [-0.20297, -2.62537, -0.02316], [5.56054, 1.32067, 1.65833], [1.98384, 2.36513, -0.96281], [2.66230, -0.34794, -0.19187], [0.79752, -0.29743, 2.71157], [0.55251, 3.27609, 0.91935], [-1.45721, 1.90684, -0.93738], [-0.54054, 0.32145, -3.92246], [-0.66226, 4.67175, -0.96851], [0.00697, -1.54390, 0.73142], [0.53603, 0.51170, -3.91658], [0.73036, 4.16103, 2.42760], [-0.08521, -4.77733, -0.12149], [-1.56923, 4.43458, -1.52131], [1.70641, -1.21824, 4.42808], [4.32910, -0.38732, 0.91189], [4.74640, 4.30251, 0.26916], [3.10826, 4.67885, -1.04675], [0.49552, 0.61251, -0.49839], [3.58662, 0.22923, 0.37940], [3.62759, 3.95313, -0.43623], [-1.50248, -2.01062, -4.04919], [3.84028, 1.65643, 0.37716], [-0.84787, -1.01623, -3.32985], [7.11920, 2.90591, 2.54155], [-1.56398, -4.37601, -1.63856], [-2.37224, 3.09704, -0.67884], [-1.75783, -3.22526, -3.44305], [0.46303, -1.61428, 1.98852], [0.02905, -3.89515, 0.49002]], "atomic_forces_ev_per_a": [[-0.1, 0.0, 0.0], [0.0, 0.0, 0.0], [0.0, 0.0, 0.0], [-0.1, -0.2, -0.1], [0.2, -0.4, 0.2], [0.0, 0.0, 0.1], [0.0, 0.0, 0.0], [0.0, 0.0, 0.0], [-0.1, 0.0, -0.2], [-0.1, -0.4, -0.1], [0.0, 0.0, 0.0], [0.0, 0.0, 0.0], [0.0, 0.1, 0.0], [0.0, -0.1, 0.0], [0.2, -0.1, 0.6], [0.0, 0.0, 0.0], [0.0, 0.0, 0.0], [0.0, -0.5, -0.1], [-0.5, 0.1, 0.4], [0.0, 0.0, 0.0], [0.0, 0.0, 0.0], [0.1, 0.1, 0.1], [0.0, 0.0, 0.0], [0.1, -0.1, 0.3], [0.0, 0.0, 0.0], [0.0, 0.2, -0.1], [0.0, -0.1, 0.0], [-0.2, 0.2, -0.2], [0.7, 0.0, 0.3], [0.0, 0.0, 0.0], [0.0, 0.0, 0.0], [0.0, 0.0, 0.0], [-0.2, 0.2, -0.5], [0.0, 0.0, 0.0], [0.3, 0.2, 0.1], [0.3, -0.3, 0.1], [-0.3, -0.3, -0.4], [0.0, -0.1, 0.0], [-0.7, 0.6, 0.0], [0.1, 0.1, -0.2], [0.0, 0.0, 0.0], [0.1, 0.3, -0.1], [0.0, 0.0, 0.0], [0.0, 0.0, 0.0], [0.0, 0.0, 0.0], [0.0, 0.2, -0.2], [0.0, 0.0, 0.0], [0.0, 0.1, 0.1], [-0.2, 0.0, -0.2], [0.0, 0.0, 0.0], [-0.4, 0.4, -0.5], [0.0, 0.5, -0.3], [0.2, 0.0, 0.2], [0.0, 0.1, -0.1], [0.4, -0.3, 0.3], [0.0, -0.5, 0.3], [0.0, 0.3, -0.4], [0.0, 0.0, 0.0], [0.5, -0.5, 0.3], [0.0, -0.1, 0.1], [-0.1, 0.3, 0.0], [0.0, 0.1, 0.1]], "molar_mass_g_mol": 593.2, "homo_energy_ha": -0.3850, "gap_ev": 7.57, "e_above_lowest_kj_mol": 29.4, "charge": 1}

Record 3
{"formula": "C3H12N4", "method": "the ωB97M-V functional and the def2-TZVPD basis", "species": ["C", "H", "C", "N", "H", "H", "H", "H", "H", "H", "N", "H", "H", "H", "C", "N", "H", "H", "N"], "xyz": [[2.15109, 0.74225, -1.24911], [-1.77437, 0.39298, 1.93736], [-1.62370, 0.36392, -0.27275], [1.52839, 0.65886, 1.04679], [1.90990, -0.33980, 1.14782], [-0.22381, -1.87941, -1.05567], [-0.21138, -1.67460, 0.72033], [-1.87928, 1.40751, -0.47203], [3.03578, 0.36200, -0.57183], [-3.21421, -0.14825, 1.03156], [0.25033, -1.45294, -0.24345], [0.72103, 0.66513, 1.64772], [-1.82654, -1.24159, 1.05933], [-2.04797, -0.22047, -1.17400], [-2.12597, -0.22214, 1.07011], [0.04935, -0.07085, -0.67846], [2.47157, 1.76719, -1.61043], [1.82923, 0.11259, -2.09618], [0.98055, 0.77761, -0.23710]], "atomic_forces_ev_per_a": [[0.7, 0.5, 2.3], [-0.1, -0.8, -0.6], [1.8, -2.3, -2.0], [0.2, -2.1, 0.6], [-0.5, 1.4, -0.2], [0.2, -0.7, 1.3], [0.9, 0.4, -2.6], [0.8, 0.0, 0.3], [-1.3, 0.3, -2.0], [0.0, -0.2, 0.2], [-0.9, 0.4, 0.2], [-0.2, 0.3, 0.7], [-0.1, -0.8, 0.7], [0.3, 0.8, 1.6], [0.2, 2.4, -1.0], [-4.6, -0.8, 1.5], [-0.7, -1.1, 0.5], [0.6, 0.2, 0.6], [2.7, 2.2, -2.2]], "molar_mass_g_mol": 104.2, "homo_energy_ha": -0.3015, "smiles": "CCN(N)N(C)N", "gap_ev": 9.10, "e_above_lowest_kj_mol": 486.1, "charge": 0}

Record 4
{"formula": "C31H35BrIrN13O3S2", "method": "the ωB97M-V functional and the def2-TZVPD basis", "species": ["C", "C", "C", "H", "H", "Br", "N", "H", "N", "H", "N", "H", "C", "H", "C", "H", "C", "C", "O", "H", "H", "C", "H", "H", "O", "C", "H", "C", "S", "C", "Ir", "C", "H", "H", "N", "H", "N", "H", "N", "C", "C", "C", "C", "N", "H", "H", "C", "H", "C", "H", "C", "H", "H", "C", "H", "N", "C", "C", "C", "H", "C", "H", "H", "N", "C", "S", "H", "N", "C", "H", "H", "C", "H", "C", "C", "N", "C", "N", "H", "H", "N", "H", "C", "O", "H", "H"], "xyz": [[1.33863, -3.84477, 0.66011], [-0.08417, -3.93309, 1.20901], [-0.82918, -2.98079, 0.30588], [2.09441, -4.07353, 1.40789], [-2.10720, -3.80645, 4.41438], [5.54416, 0.74285, 3.92100], [5.98509, 0.95785, -8.10251], [6.50111, 1.82420, -8.09773], [0.51917, 3.18658, 2.28255], [-6.23374, -0.58479, 4.40104], [-1.26573, 1.79493, 1.71791], [-4.04928, 0.47109, 3.60983], [3.67275, -0.95794, -6.08528], [-1.18228, 4.11360, -2.68299], [-4.08409, -0.73628, -1.34924], [3.13286, -1.89468, -6.07775], [-2.77871, 3.25523, 3.36183], [0.55832, 2.93210, -3.26636], [2.72375, -0.49700, -4.00477], [-4.38662, -1.33878, -2.19397], [1.08052, 2.79737, 1.54513], [-3.19977, -1.43103, 3.55334], [-4.51582, 3.71951, 4.29281], [5.55043, 2.44086, -5.97474], [4.03921, 0.71786, -2.08055], [-2.74529, -0.68366, -0.99341], [-5.67529, -3.27200, 4.58437], [3.91331, 0.59404, 3.04017], [3.11279, -0.38899, -2.24572], [3.53477, -0.09616, -4.96161], [-0.40557, 0.16415, 0.76150], [-2.62544, 1.68578, 1.75986], [-6.05468, -0.02880, -0.87773], [-3.10484, 4.57273, 4.85266], [1.47406, 0.35005, 1.71332], [-1.76338, -2.60451, 0.70968], [-2.32577, 0.04874, 0.03777], [-5.23299, 1.39953, 1.01425], [-1.48996, 3.57076, 3.26665], [-0.74032, 2.49135, -1.36491], [5.18484, 0.62137, -7.09590], [2.78074, 0.14718, 3.70931], [-3.04146, -3.89738, 3.86489], [-4.17762, -0.52223, 3.73441], [0.70075, -0.28265, 3.53634], [2.06528, -1.77396, 0.79895], [1.59144, 0.04632, 3.02032], [0.84832, 4.00238, 2.77624], [-4.55986, 0.78018, 0.43885], [6.11205, 0.35144, -8.89839], [4.21741, 1.15106, -4.94002], [4.07972, 1.81022, -4.09851], [-0.48739, -4.94381, 1.15936], [-5.06107, -2.44748, 4.26869], [-1.98450, -1.22357, -1.54033], [0.04875, 1.43991, -1.04610], [2.57518, 0.80278, 1.07893], [1.45990, -2.40878, 0.16060], [-5.33579, -1.13269, 4.18017], [2.81554, -0.11802, 4.75632], [3.79700, 0.93661, 1.69660], [1.81951, -2.34223, -0.86217], [1.46646, -4.54154, -0.16706], [-3.74334, -2.62132, 3.87979], [5.02403, 1.49471, -5.97929], [-1.56214, -1.17291, 3.10061], [-1.54503, 2.72419, -0.67397], [-3.41181, 2.34372, 2.54749], [-5.00477, -0.00606, -0.61852], [2.46582, 1.05280, 0.03631], [-0.14066, -3.58027, 2.23682], [-0.54550, 3.26958, -2.46677], [-2.83628, -4.20215, 2.84104], [-3.21441, 0.78562, 0.73674], [4.47366, -0.61598, -7.12479], [-3.52115, 3.87133, 4.25948], [1.02855, 1.12820, -1.94168], [1.32193, 1.89587, -3.01175], [-0.97376, -3.40284, -0.69137], [0.81796, 3.52664, -4.13582], [1.66262, -0.02276, -1.68299], [-3.67379, -4.63960, 4.34272], [-0.75637, 2.85548, 2.43398], [0.08889, -1.84009, 0.16118], [4.64348, 1.29888, 1.13032], [4.59169, -1.27600, -7.97464]], "atomic_forces_ev_per_a": [[0.0, 0.0, 0.0], [-0.1, -0.1, -0.1], [0.3, 0.3, 0.0], [0.0, 0.0, 0.0], [0.0, 0.0, 0.0], [0.1, 0.0, 0.1], [-1.1, -0.5, 1.4], [0.1, 0.2, 0.0], [0.4, 0.2, 0.0], [0.0, 0.0, 0.0], [-0.3, 0.6, -0.1], [0.0, 0.0, -0.1], [0.5, -0.6, -1.4], [0.0, 0.0, 0.0], [0.0, 0.0, 0.0], [0.0, 0.0, 0.0], [0.1, -0.4, -0.5], [-0.7, 0.4, 0.1], [1.4, 0.8, -3.7], [0.0, 0.0, 0.0], [-0.1, -0.1, 0.1], [0.5, -0.2, 0.1], [0.1, 0.0, 0.0], [0.0, 0.0, 0.0], [0.2, -0.3, -0.5], [-0.1, 0.1, 0.0], [0.0, 0.0, 0.0], [-0.2, 0.0, -0.1], [-1.6, 1.5, 2.9], [-1.9, -1.0, 2.1], [-0.2, 0.0, 0.9], [1.0, -0.2, -0.2], [0.0, 0.0, 0.0], [0.0, -0.1, 0.0], [0.0, 0.1, 0.1], [0.0, 0.0, 0.1], [0.1, 0.1, 0.1], [0.0, 0.0, 0.0], [-0.2, 0.1, 0.2], [0.2, -0.5, 0.7], [1.2, 0.5, -1.5], [0.2, 0.0, 0.0], [0.0, 0.1, 0.0], [-0.1, 0.1, 0.0], [-0.1, 0.0, -0.1], [0.0, -0.1, 0.0], [0.0, 0.0, -0.2], [0.0, -0.1, 0.0], [-0.1, 0.0, -0.1], [0.0, -0.2, -0.2], [1.0, 1.2, -0.3], [0.0, 0.0, 0.1], [0.0, 0.0, 0.0], [0.0, 0.0, 0.0], [0.0, 0.0, 0.0], [0.1, 0.5, -1.2], [-0.2, 0.0, 0.2], [-0.5, 0.3, -0.1], [0.0, 0.0, 0.0], [0.0, 0.0, 0.0], [0.1, 0.0, 0.1], [0.0, -0.1, 0.1], [0.0, 0.0, 0.0], [-0.1, -0.1, 0.0], [-0.5, 0.5, 1.2], [-0.5, 0.0, 0.3], [0.1, -0.1, 0.0], [-0.2, 0.5, 0.6], [0.0, 0.0, 0.1], [0.0, 0.1, 0.2], [0.0, 0.1, 0.1], [0.6, 0.1, -0.7], [0.0, 0.0, 0.0], [0.1, -0.1, -0.1], [-0.8, -1.0, 0.4], [-0.2, 0.3, 0.4], [-0.9, 1.4, 0.3], [0.5, -0.7, 0.2], [-0.1, 0.0, 0.0], [0.0, 0.0, 0.0], [1.9, -1.8, -1.1], [0.0, 0.0, 0.0], [-0.7, -0.8, -0.4], [0.5, -0.8, -0.1], [0.0, 0.0, 0.0], [0.0, 0.0, 0.0]], "molar_mass_g_mol": 974.0, "homo_energy_ha": [-0.4753, -0.5104], "multiplicity": 2, "gap_ev": [1.87, 2.17], "e_above_lowest_kj_mol": 186.5, "charge": 3}

Listing E_tot for the structures above in their given order: -26053.4440 -55233.2064 -9261.2667 -152757.8748 eV.